A 5-piece molecular cluster, C36H38ClN6 overall in a non-equilibrium geometry. Source: OMol25; level of theory: ωB97M-V with the def2-TZVPD basis set.

Results
Relative energy (zero: lowest compared OMol25 entry of this formula, charge and spin)   228.6 kcal/mol
HOMO-LUMO gap   4.7 eV
HOMO   -9.59 eV
LUMO level   -4.861 eV
Total charge   +1
DFT total energy   -59391.263 eV

Positions of all 81 atoms, in Å:
1 C -0.38772 2.37592 -3.80766
2 C -1.54989 2.09300 -3.23144
3 C -2.85449 1.53152 -2.42687
4 C -2.38262 1.45849 -0.86308
5 C -2.92031 2.51529 0.20320
6 C -2.35491 2.33080 1.69158
7 C -1.34007 1.17091 1.97854
8 N -0.82785 0.20794 0.96549
9 C 0.17837 -0.83528 1.37183
10 C 1.35846 -0.30313 2.34287
11 C 2.78713 -0.54780 1.56305
12 C 2.97219 0.59481 0.43237
13 N 3.74551 1.79305 0.88061
14 C 4.12767 2.27176 2.21511
15 C 4.98046 3.58690 2.02920
16 C 5.07489 3.90415 0.46198
17 C 4.24225 2.71162 -0.16256
18 C -1.34260 0.31949 -0.42011
19 Cl -0.83642 -0.84138 -1.76557
20 H 0.74947 2.59258 -3.90436
21 H -3.71390 2.29197 -2.58988
22 H -3.13518 0.45750 -2.75229
23 H -3.68279 3.34966 -0.06209
24 H -2.71844 3.05907 2.49830
25 H -0.94228 1.04581 3.06241
26 H 0.70796 -1.35175 0.46911
27 H -0.41978 -1.69200 1.89484
28 H 1.30878 -0.94160 3.31601
29 H 1.31789 0.81821 2.59190
30 H 2.79410 -1.58053 1.04635
31 H 3.59727 -0.46171 2.39478
32 H 1.95186 0.97038 0.00161
33 H 3.56144 0.13264 -0.46259
34 H 3.81360 1.70333 3.16385
35 H 5.43445 4.21504 2.88429
36 H 5.61374 4.76632 -0.06402
37 H 4.06436 2.60649 -1.30506
38 N -2.33531 -1.52416 7.04470
39 C -2.34320 -0.97925 5.81593
40 C -2.08646 -1.69045 4.65464
41 C -1.79959 -3.04455 4.76483
42 C -1.78288 -3.63344 6.02140
43 C -2.05694 -2.83692 7.12183
44 H -2.56921 0.08238 5.78293
45 H -2.10612 -1.19925 3.68877
46 H -1.59119 -3.63568 3.87889
47 H -1.56255 -4.68693 6.14307
48 H -2.05942 -3.25154 8.12504
49 N 5.89093 2.95534 -2.87557
50 C 6.32525 1.71846 -3.17544
51 C 6.91659 1.38008 -4.38180
52 C 7.06738 2.37277 -5.34041
53 C 6.62644 3.65873 -5.05915
54 C 6.05113 3.89778 -3.82168
55 H 6.18236 0.97681 -2.39534
56 H 7.25055 0.36661 -4.56799
57 H 7.52463 2.14646 -6.29792
58 H 6.72822 4.45667 -5.78452
59 H 5.69424 4.88743 -3.55323
60 N -2.34426 -0.31333 -7.09557
61 C -1.87973 -1.43383 -7.67595
62 C -1.07814 -2.36146 -7.03010
63 C -0.72970 -2.12066 -5.70846
64 C -1.19350 -0.97021 -5.08397
65 C -1.99310 -0.10572 -5.81485
66 H -2.17663 -1.57567 -8.71019
67 H -0.73458 -3.24921 -7.54690
68 H -0.10239 -2.82323 -5.16938
69 H -0.93917 -0.75185 -4.05183
70 H -2.38321 0.80435 -5.37113
71 N -5.01992 -2.24172 2.85566
72 C -5.61716 -3.15370 2.06754
73 C -6.57960 -4.04525 2.51268
74 C -6.94834 -3.99979 3.85031
75 C -6.34712 -3.06987 4.68775
76 C -5.39760 -2.21873 4.14655
77 H -5.29321 -3.15235 1.03147
78 H -7.02947 -4.75749 1.83182
79 H -7.69764 -4.68268 4.23670
80 H -6.61098 -3.00776 5.73644
81 H -4.90213 -1.47243 4.75942

Atom charges from the Mulliken analysis, given in e for atoms 1 to 2: -0.1453, -0.3411